{"formula": "C6H10O", "method": "the ωB97M-V functional and the def2-TZVPD basis", "lumo_energy_ev": 1.15, "orbital_gap_ev": 9.4, "multiplicity": 1, "relative_energy_kj_mol": 328.4, "homo_ev": -8.25, "symbols": ["C", "C", "O", "C", "C", "C", "C", "H", "H", "H", "H", "H", "H", "H", "H", "H", "H"], "coordinates": [[2.073, -0.466, -0.087], [0.710, -0.145, -0.664], [-0.077, -1.320, -0.577], [-1.398, -1.060, -0.799], [-1.517, 0.691, 0.142], [-0.723, 0.583, 1.376], [-0.057, 0.959, 0.078], [2.531, -1.303, -0.622], [1.978, -0.734, 0.970], [2.732, 0.403, -0.167], [0.787, 0.137, -1.725], [-1.786, -0.219, -1.300], [-1.994, -1.908, -0.447], [-2.238, 1.521, -0.023], [-0.549, -0.431, 1.730], [-0.830, 1.330, 2.153], [0.357, 1.962, -0.040]], "mulliken_charge": [-1.343, 0.294, -0.400, -0.617, -0.348, -0.665, -0.248, 0.352, 0.323, 0.367, 0.309, 0.441, 0.331, 0.286, 0.178, 0.313, 0.427]}